one) DFT (the ωB97M-V functional and the def2-TZVPD basis) results for 10 unconnected molecules or ions with the total composition C16H52N8O16.

```
! RIJCOSX wB97M-V def2-TZVPD def2/J DEFGRID3
* xyz 0 1
H 2.47 4.03 -1.40
O 2.68 2.93 -4.52
C -0.03 1.08 -4.21
C 3.11 3.80 -3.47
H -4.36 5.07 -1.22
H 3.51 1.49 -0.03
O -1.61 -3.52 -2.01
H 2.84 -4.59 0.61
H -2.01 1.66 -4.55
N -3.44 -1.00 2.01
O 0.41 1.61 -5.43
H -0.44 4.82 -0.59
H 1.22 -6.62 -0.38
C 0.53 -5.81 -0.14
O -1.00 3.32 -3.71
H 0.80 1.14 -3.52
H -2.93 -1.84 -2.83
C 1.21 -3.62 3.64
H -0.59 -1.83 -0.07
O 2.02 -4.06 0.59
N 3.74 0.70 0.60
O 0.93 3.65 0.94
N -3.17 -3.89 -0.39
H 1.82 1.81 -1.35
C -0.70 0.22 -0.77
C -0.90 3.60 2.61
O 0.17 1.34 -0.94
O 1.81 1.07 1.71
C -2.41 5.13 -0.61
N -1.27 4.51 -1.07
H -0.32 2.07 -0.53
H 0.26 0.20 1.83
H 3.39 2.77 -5.14
H -2.57 -0.47 2.01
H -0.79 -0.27 -1.79
H 2.11 -4.44 5.36
H -1.76 -1.97 3.32
H -1.65 1.58 -2.81
C 2.25 3.44 -2.26
H 0.48 -2.27 2.31
H 0.51 -5.58 1.75
N 2.92 -0.95 1.96
H 2.99 4.79 -3.69
O -4.36 -3.04 2.04
C 1.92 -3.46 4.91
H 1.36 -2.86 5.60
H 4.23 0.01 0.07
O -0.10 -5.93 1.09
H 1.20 3.57 -2.55
H -3.91 -3.64 0.25
H 0.31 -4.33 3.79
H -0.31 -5.88 -0.80
H -2.43 -3.62 3.39
C 2.74 0.29 1.43
H -1.63 4.23 2.11
H -1.70 0.47 -0.43
H -1.03 3.66 3.71
H 1.32 2.78 1.02
H 1.00 -0.95 -0.14
H -4.18 -1.94 -1.69
H -0.70 3.49 -4.57
C -0.10 -0.85 0.12
H 1.80 -4.65 -1.44
H 1.85 -4.13 2.90
H -4.26 -0.61 1.46
N -2.49 -2.64 3.21
H 2.96 -2.06 4.21
N -3.53 -2.41 -2.29
H 1.15 3.42 3.00
H 3.56 -1.54 1.41
C -3.48 -2.31 2.40
H 0.59 5.03 2.50
O -0.23 -0.64 1.53
H 1.24 2.10 -5.21
H -1.21 4.24 -2.04
C -2.73 -3.32 -1.55
O 0.88 -2.31 3.17
H -3.18 4.48 -2.33
C 0.50 3.96 2.31
C -1.26 1.88 -3.78
O 3.21 -2.83 4.79
H 4.18 3.65 -3.23
O -2.57 5.66 0.49
H -2.40 -4.27 0.14
H -1.91 2.45 1.45
H 0.49 -3.73 -0.72
C 1.22 -4.51 -0.45
N -3.39 5.06 -1.52
H 2.07 -1.44 2.27
H -0.22 -0.01 -4.30
O 2.64 2.12 -1.78
O -1.35 2.25 2.22
*
```

* Kohn-Sham gap: 10.10 eV
* LUMO level: 0.11 eV
* highest occupied orbital energy: -9.992 eV
* SMILES: NC(N)=O.NC(N)=O.NC(N)=O.NC(N)=O.OCCO.OCCO.OCCO.OCCO.OCCO.OCCO


two) DFT (the ωB97M-V functional and the def2-TZVPD basis) results for 10 unconnected molecules or ions with the total composition C16H52N8O16.

```
! RIJCOSX wB97M-V def2-TZVPD def2/J DEFGRID3
* xyz 0 1
H -19.77 6.57 -3.73
H -19.22 7.63 -0.05
H -15.70 8.95 -1.99
C -18.17 7.68 -3.56
N -21.98 10.01 -7.07
O -20.66 8.33 -6.56
H -16.95 3.73 -1.85
O -15.13 6.80 -5.61
O -18.43 9.48 -0.44
H -21.20 10.45 0.81
H -17.30 1.76 -1.82
C -21.22 4.90 -1.22
C -17.74 10.78 -7.11
N -18.57 3.91 -7.33
H -20.27 9.57 -4.68
O -12.51 7.68 -6.63
H -17.69 4.72 -3.06
C -15.31 9.93 -1.72
H -18.96 9.95 -1.09
H -13.57 8.16 -8.38
H -18.20 0.77 -2.94
O -22.99 6.16 -0.16
H -21.53 3.28 -4.07
H -20.62 9.03 -1.52
H -16.50 10.05 -0.02
H -21.59 8.27 -0.21
H -15.82 7.72 -7.34
C -18.94 5.14 -7.65
N -17.46 3.80 -2.72
O -20.93 6.01 -2.09
H -19.31 8.88 1.24
H -11.96 6.96 -6.95
C -18.12 2.78 -3.24
C -21.13 9.38 -6.35
H -13.60 10.58 -2.98
H -22.99 6.31 -1.10
H -24.22 4.22 -5.28
C -23.67 3.55 -4.62
H -15.76 10.87 -7.36
O -18.64 5.62 -8.64
N -17.92 1.68 -2.62
C -19.41 8.68 0.18
O -17.31 11.55 -4.76
O -16.58 10.93 -7.87
C -13.69 7.64 -7.43
O -17.30 8.34 -4.16
O -18.81 2.98 -4.21
H -18.19 3.35 -8.08
C -20.77 8.96 -0.44
O -13.02 8.90 -1.84
H -17.76 9.78 -6.67
H -22.14 4.39 0.66
H -23.51 1.75 -4.17
H -21.84 3.19 -5.77
O -21.72 5.02 -4.86
H -15.61 7.14 -4.85
O -21.09 10.30 -0.13
N -19.39 7.46 -4.03
C -13.77 10.09 -2.02
H -21.84 4.30 -1.87
H -18.74 6.95 -1.83
H -15.80 10.65 -2.38
O -24.07 2.25 -4.77
N -17.99 7.42 -2.31
H -18.65 10.83 -7.72
H -22.37 10.83 -6.63
H -17.75 10.80 -4.37
H -18.90 12.14 -5.91
C -22.15 3.70 -4.86
H -21.70 6.12 -2.64
H -15.02 8.80 -6.18
H -17.34 8.03 -1.84
N -19.59 5.79 -6.73
H -21.90 5.46 -5.70
H -22.31 9.52 -7.88
H -13.78 6.60 -7.76
H -19.81 6.77 -6.86
H -20.25 4.44 -1.00
C -17.84 11.92 -6.01
H -21.18 11.01 -5.30
H -17.36 12.83 -6.36
H -19.97 5.30 -5.93
H -19.31 7.62 -5.02
H -18.78 3.46 -6.45
O -15.58 10.11 -0.27
H -21.17 5.79 0.89
C -21.81 5.30 0.16
H -23.81 3.83 -3.57
H -13.43 8.11 -2.20
C -15.00 7.81 -6.64
H -13.33 10.77 -1.30
N -20.95 10.03 -5.28
*
```

* Kohn-Sham gap: 8.99 eV
* LUMO level: -0.06 eV
* highest occupied orbital energy: -9.048 eV
* SMILES: NC(N)=O.NC(N)=O.NC(N)=O.NC(N)=O.OCCO.OCCO.OCCO.OCCO.OCCO.OCCO


Name the least stable of them. two).


one) DFT (the ωB97M-V functional and the def2-TZVPD basis) results for C15H16N2O3S in the gas phase.

```
! RIJCOSX wB97M-V def2-TZVPD def2/J DEFGRID3
* xyz 0 1
C 2.53 1.06 -0.04
H 3.83 -3.30 -0.24
H -6.00 -1.46 -1.49
H 4.99 -2.11 -0.86
C 1.86 -1.62 -0.11
N 5.24 1.55 0.82
O 0.44 3.06 -0.81
C 3.54 0.10 -0.05
C 0.86 -0.66 -0.09
H 6.16 1.93 0.84
H 1.59 -2.66 -0.14
H 4.79 -2.31 0.87
O -0.27 2.27 1.41
C -3.59 0.50 -0.90
C -5.91 -0.42 -1.19
C -2.32 0.12 1.11
C -4.65 -0.22 -0.39
H -3.31 -1.01 2.62
H -5.37 -1.33 1.30
H 2.75 2.11 -0.05
N -1.35 1.36 -0.73
H 4.53 1.94 1.41
H -6.78 -0.16 -0.59
C -4.54 -0.77 0.89
C 4.97 0.55 -0.06
H -3.66 0.93 -1.89
H -5.90 0.20 -2.08
H -1.52 1.79 -1.62
O 5.82 0.08 -0.79
C 1.21 0.67 -0.06
H -0.18 -0.95 -0.11
C -2.42 0.67 -0.16
C -3.39 -0.59 1.62
H -1.43 0.28 1.69
S 0.00 1.99 0.03
C 4.26 -2.32 -0.08
C 3.20 -1.26 -0.09
*
```

* Kohn-Sham gap: 9.17 eV
* LUMO level: 0.50 eV
* highest occupied orbital energy: -8.663 eV
* SMILES: Cc1cccc(NS(=O)(=O)c2ccc(C)c(C(N)=O)c2)c1


two) DFT (the ωB97M-V functional and the def2-TZVPD basis) results for a molecular structure, C15H16N2O3S.

```
! RIJCOSX wB97M-V def2-TZVPD def2/J DEFGRID3
* xyz 0 1
O 1.11 -4.70 1.68
C -1.06 -0.29 -1.69
H 1.50 3.76 2.59
C -1.05 -2.83 -1.49
H 0.34 -6.48 2.19
C 1.00 -5.97 1.19
C -0.16 2.38 1.76
H 0.01 4.54 1.65
S -1.74 -1.90 -2.63
H -1.62 1.32 0.50
H 0.73 1.47 -0.76
O -0.05 -5.95 0.07
N -1.46 1.02 -2.31
H -0.70 2.40 2.71
H 0.06 4.45 -0.64
H 1.22 3.65 -1.81
H -1.28 -4.74 -1.82
H 0.73 1.54 1.96
H 1.09 -1.75 1.14
O -1.52 3.12 -2.47
C -0.02 2.24 -0.72
H 2.26 2.99 0.57
H 1.84 -6.47 1.18
C 0.67 3.69 -0.77
C 0.48 -2.55 0.79
C -0.89 -4.11 -1.21
C -0.10 -4.71 -0.28
C 1.68 3.74 0.21
C -1.01 2.31 -1.86
C -1.13 2.12 0.62
N -0.12 -0.55 -0.63
C 0.56 3.64 1.82
C -0.21 -1.97 -0.34
H -1.65 3.02 0.64
H -2.18 0.82 -2.98
C 0.64 -3.86 0.60
H 2.03 4.63 0.53
*
```

* Kohn-Sham gap: 7.41 eV
* LUMO level: 0.15 eV
* highest occupied orbital energy: -7.256 eV


Name the least stable of them. two).


one) DFT (the ωB97M-V functional and the def2-TZVPD basis) results for C5H9I in the gas phase.

```
! RIJCOSX wB97M-V def2-TZVPD def2/J DEFGRID3
* xyz 0 1
H 0.58 2.41 -0.48
H 1.04 -2.44 0.08
H -1.34 1.13 -0.11
H -1.26 0.02 -1.65
H -2.23 -0.44 -0.36
H -0.41 1.90 0.97
C 0.01 -0.59 -0.09
H -0.54 -2.25 0.85
H -0.56 -2.27 -0.95
C 1.04 0.39 0.34
I 3.01 -0.10 0.31
C 0.58 1.84 0.50
C 0.01 -2.07 -0.09
H 1.35 2.40 1.19
C -1.27 0.08 -0.51
*
```

* Kohn-Sham gap: 8.61 eV
* LUMO level: 0.75 eV
* highest occupied orbital energy: -7.856 eV
* SMILES: CC(C)=C(C)I


two) DFT (the ωB97M-V functional and the def2-TZVPD basis) results for C5H9I in the gas phase.

```
! RIJCOSX wB97M-V def2-TZVPD def2/J DEFGRID3
* xyz 0 1
H -0.67 0.42 -1.67
H -1.75 -0.91 -1.09
I 1.98 -0.06 -0.44
H -1.22 -2.30 0.77
H 0.40 -2.93 0.31
C 0.67 1.16 0.92
C -0.16 -2.05 0.75
H -0.57 2.91 0.90
H 1.15 3.16 1.07
H -0.25 -1.27 -2.07
H 0.49 2.86 -0.49
C -0.77 -0.67 -1.23
C 0.38 2.55 0.55
H 0.28 -2.01 1.77
C 0.04 -0.84 -0.04
*
```

* Kohn-Sham gap (spin up / spin down): 6.98 / 6.98 eV
* LUMO level (spin up / spin down): 0.04 / 0.04 eV
* highest occupied orbital energy (spin up / spin down): -6.934 / -6.937 eV


Name the least stable of them. two).